No. 1
Molecular formula: C32H44FNO14S3
Method: DFT, ωB97M-V/def2-TZVPD

```
! wB97M-V def2-TZVPD RIJCOSX def2/J DEFGRID3
* xyz 0 1
C 5.12783 -4.23180 3.20523
C 3.76881 -3.55097 3.04704
C 2.59798 -4.52343 3.20848
C 1.35217 -4.07146 2.47129
O 1.59947 -4.26779 1.07072
C 0.72178 -3.61353 0.18027
C 1.16432 -2.16539 0.06535
C 0.78961 -1.41107 -1.22403
C 0.35893 0.03778 -0.98820
C 1.47343 1.07879 -0.89597
N 2.48051 0.92341 0.16746
C 1.96067 0.70878 1.52176
C 2.10814 1.91913 2.47413
C 2.89853 1.64906 3.75342
C 2.47694 0.36255 4.47135
C 3.72101 0.45951 -0.10658
S 4.93913 0.47859 1.00437
S 4.04574 -0.14194 -1.76627
C 4.82981 -1.74499 -1.42260
C 6.34481 -1.76861 -1.14789
C 6.73702 -2.31259 0.23926
O -0.62651 -3.75521 0.59667
S -1.14305 -5.25894 0.27678
O -1.20533 -6.01382 1.47041
O -2.26216 -5.14691 -0.57498
O 0.16159 -5.71101 -0.51737
C 0.80315 -4.52933 -1.06705
F -0.01057 -4.13627 -2.07873
C 2.18869 -4.86685 -1.57299
C 2.59547 -6.29426 -1.24388
O 2.60292 -7.15182 -2.06644
H 5.14886 -4.83036 4.11877
H 5.93080 -3.49621 3.27515
H 5.34646 -4.88225 2.35577
H 3.72320 -3.05815 2.06990
H 3.70160 -2.75275 3.79224
H 2.33613 -4.61642 4.26486
H 2.88982 -5.50762 2.83106
H 1.16851 -3.01202 2.68197
H 0.49167 -4.67012 2.76822
H 2.23287 -2.14595 0.28003
H 0.67321 -1.63569 0.88536
H -0.06311 -1.92617 -1.66691
H 1.59704 -1.46652 -1.95609
H -0.26390 0.35820 -1.82754
H -0.30042 0.08322 -0.11654
H 1.97449 1.14194 -1.85829
H 0.98850 2.04808 -0.75616
H 2.46841 -0.15865 1.94620
H 0.90512 0.46863 1.43719
H 2.53800 2.74502 1.90440
H 1.10399 2.23520 2.77502
H 2.72232 2.49165 4.42916
H 3.97284 1.64398 3.56782
H 3.05836 -0.48847 4.10519
H 2.66785 0.41920 5.54283
H 1.42529 0.12095 4.29607
H 4.29266 -2.18937 -0.58136
H 4.57401 -2.33438 -2.30516
H 6.76339 -0.77569 -1.29590
H 6.79016 -2.43335 -1.89195
H 5.86302 -2.46513 0.87489
H 7.25326 -3.27081 0.16378
H 7.38343 -1.61840 0.77437
H 2.16492 -4.79065 -2.65979
H 2.91402 -4.17137 -1.14821
H 2.88966 -6.49253 -0.20066
O -0.66879 3.37391 -1.31778
C -1.62155 4.05409 -1.66917
C -2.91304 3.52533 -2.02844
C -3.88368 4.37058 -2.41426
O -5.09129 3.96998 -2.75771
C -3.66163 5.87037 -2.48569
O -4.59541 6.54952 -2.86004
C -2.36493 6.39683 -2.10386
C -1.40269 5.54896 -1.71828
O -0.18711 5.92691 -1.35075
H -3.06220 2.45586 -1.97632
H -5.65093 4.73803 -3.00933
H -2.21753 7.46663 -2.14423
H 0.29913 5.10858 -1.12938
O -7.48693 5.22332 -3.19526
C -8.55981 5.21612 -2.61167
C -9.46297 6.33887 -2.58199
C -10.61439 6.22632 -1.90163
O -11.51349 7.18758 -1.80696
C -10.99627 4.96009 -1.16163
O -12.05797 4.98133 -0.56691
C -10.09624 3.83008 -1.20805
C -8.94574 3.93991 -1.88862
O -8.06446 2.95711 -1.97881
H -9.18082 7.23774 -3.11117
H -12.23779 6.82929 -1.25370
H -10.38043 2.92644 -0.68799
H -7.30835 3.27357 -2.50712
*
```

Values from the calculation:
- Highest occupied orbital energy: -8.29 eV
- SMILES: CCCCO[C@]1(CCCCN(CCCC)C(=S)SCCC)OS(=O)(=O)O[C@]1(F)CC=O.O=C1C=C(O)C(=O)C=C1O.O=C1C=C(O)C(=O)C=C1O
- LUMO: -0.066 Eh

Results of the Mulliken charge analysis, in e, for atoms 1 through 4: -1.73 1.41 -1.08 -0.45

No. 2
Molecular formula: C32H45Cl2N2PTi
Method: DFT, ωB97M-V/def2-TZVPD

```
! wB97M-V def2-TZVPD RIJCOSX def2/J DEFGRID3
* xyz -1 2
P 0.47341 -0.09278 -0.83715
C -0.84424 0.03775 -2.21603
C -0.42080 -0.20019 -3.67528
C -1.56349 0.03833 -4.67070
C -2.92735 -0.55271 -4.26738
C -3.25801 -0.44430 -2.77440
C -2.07543 -0.80607 -1.87231
C 0.79650 -1.93804 -0.65270
C 0.79282 -2.64311 -2.00294
C 1.32743 -4.06810 -1.88708
C 0.59008 -4.89390 -0.82697
C 0.29499 -4.14600 0.48721
C -0.13696 -2.67816 0.31804
C 2.01160 0.39802 -1.78116
C 1.94893 1.85198 -2.26881
C 3.01871 2.05133 -3.35687
C 4.42881 1.65455 -2.89666
C 4.49897 0.33952 -2.10705
C 3.36153 0.18158 -1.08636
H -1.13216 1.09765 -2.11068
H -0.06008 -1.23012 -3.80093
H 0.42161 0.44924 -3.94925
H -1.26804 -0.37485 -5.64463
H -1.67627 1.12064 -4.81631
H -3.70207 -0.02826 -4.83756
H -2.97363 -1.60573 -4.57888
H -3.56535 0.58509 -2.54312
H -4.10876 -1.09648 -2.53951
H -2.36823 -0.65210 -0.82559
H -1.84958 -1.87556 -1.98924
H 1.81057 -1.97708 -0.22313
H 2.39848 -4.02402 -1.65097
H 1.39104 -2.10069 -2.74538
H -0.23675 -2.67795 -2.38122
H 1.24336 -4.55497 -2.86646
H 1.19086 -5.78542 -0.61018
H -0.35318 -5.25800 -1.25627
H -0.47911 -4.69725 1.03648
H 1.19528 -4.17116 1.11612
H -0.16249 -2.18413 1.29956
H -1.16759 -2.65151 -0.06580
H 2.01069 -0.26498 -2.66399
H 0.95758 2.11346 -2.66661
H 2.13172 2.53305 -1.42235
H 2.74475 1.45192 -4.23811
H 3.02230 3.09805 -3.68212
H 4.83874 2.46341 -2.27849
H 5.08703 1.58207 -3.76940
H 5.46503 0.27799 -1.59095
H 4.46549 -0.51306 -2.80030
H 3.42834 -0.80346 -0.60520
H 3.48158 0.91605 -0.27975
Ti 0.05372 1.18059 1.32692
Cl 2.02935 0.08320 1.76468
Cl -1.52163 2.41529 0.19779
C -0.94032 0.31600 2.69697
H -0.39066 0.64623 3.60723
C -2.03517 -0.55708 3.03924
C -2.35801 -0.84349 4.39014
C -3.26200 -1.85279 4.69396
C -3.88929 -2.57498 3.66323
C -3.64687 -2.24340 2.31801
C -2.77060 -1.21012 2.01332
H -1.84455 -0.27411 5.16555
H -3.46867 -2.09153 5.73877
H -4.13284 -2.80171 1.51118
H -2.58591 -0.90078 0.98094
H -4.56708 -3.38858 3.91171
N 2.01111 4.04386 3.82530
C 1.96286 3.06925 2.89211
N 0.68778 2.76955 2.60383
C -0.13578 3.59366 3.39142
C -1.49583 3.47451 3.69383
C -1.97305 4.17969 4.80900
C -1.12396 4.99957 5.56683
C 0.23664 5.12141 5.25034
C 0.69786 4.41159 4.15666
H 2.86028 4.43872 4.22427
H 2.83394 2.56498 2.49043
H -2.11447 2.81100 3.08588
H -3.02049 4.09624 5.09832
H -1.52605 5.53897 6.42414
H 0.93099 5.73270 5.82287
*
```

Values from the calculation:
- Highest occupied orbital energy (alpha / beta): -2.18 / -2.16 eV
- <S²>: 0.770
- LUMO (alpha / beta): 0.088 / 0.087 Eh

Results of the Mulliken charge analysis, in e, for atoms 1 through 4: 1.05 0.20 0.02 -0.92

No. 3
Molecular formula: C32H45GeO10P2SW
Method: DFT, ωB97M-V/def2-TZVPD

```
! wB97M-V def2-TZVPD RIJCOSX def2/J DEFGRID3
* xyz 1 1
W 0.52984 0.47464 0.55386
C -0.78272 -1.35787 6.80958
C -1.43594 -1.84941 5.53874
C -1.46395 -3.35461 5.39988
O -0.65472 -1.33214 4.40999
P -1.21122 -0.26388 3.42311
O -0.09786 0.06151 2.48432
C -2.59815 -0.99329 2.52867
P -2.11125 -1.64342 0.91250
O -0.80932 -1.15414 0.35545
O -3.22687 -1.36233 -0.12952
C -4.59546 -1.87490 -0.01718
C -5.51307 -0.68024 -0.14531
C -4.78992 -2.90578 -1.10565
O -2.04777 -3.18069 1.23511
C -1.22555 -4.10166 0.42113
C 0.19904 -4.05723 0.93012
C -1.86508 -5.46333 0.55591
O -1.72065 0.87391 4.32975
C -2.55644 2.07394 4.06213
C -3.61556 2.08847 5.13377
C -1.62198 3.26158 4.07954
H -1.30235 -1.76755 7.67567
H -0.81654 -0.27034 6.86181
H 0.25701 -1.68485 6.84250
H -2.44855 -1.44089 5.46516
H -0.45087 -3.75437 5.45270
H -1.90409 -3.65192 4.44681
H -2.05250 -3.79129 6.20646
H -3.38143 -0.25109 2.38972
H -2.97992 -1.82737 3.12131
H -4.70546 -2.33972 0.96797
H -5.37361 -0.21105 -1.11920
H -5.29923 0.06482 0.62059
H -6.55108 -0.99924 -0.05100
H -4.58559 -2.45500 -2.07691
H -5.81870 -3.26551 -1.09707
H -4.12470 -3.75715 -0.96519
H -1.27332 -3.75325 -0.61339
H 0.22260 -4.32972 1.98706
H 0.63837 -3.06899 0.80008
H 0.80293 -4.77787 0.37765
H -1.82193 -5.79778 1.59322
H -1.32622 -6.18248 -0.06054
H -2.90612 -5.44713 0.23669
H -2.97891 1.95079 3.06680
H -3.16426 2.15170 6.12463
H -4.24139 1.19643 5.08514
H -4.25541 2.95924 4.99013
H -1.08348 3.30294 5.02794
H -2.19665 4.18147 3.96899
H -0.91563 3.18522 3.25397
O -2.61503 1.36477 0.99683
S -1.64316 2.08204 0.17145
O -2.12825 3.22984 -0.51985
O -0.99349 1.06123 -0.77404
O -0.42597 2.39013 1.03082
C 1.93122 -0.65050 0.22756
Ge 3.05654 0.83336 0.21515
C 1.65303 1.75576 -1.01103
C 1.35265 3.13044 -1.10872
C 1.07649 3.71682 -2.32486
C 1.09230 2.95003 -3.48693
C 1.40927 1.60352 -3.43487
C 1.70197 1.01347 -2.21611
C 2.30996 1.56495 1.97310
C 2.29909 2.95670 2.17834
C 2.35904 3.48859 3.44996
C 2.45007 2.64092 4.55026
C 2.51316 1.26695 4.37699
C 2.45187 0.73720 3.09962
C 4.79686 1.55412 -0.13325
C 4.97049 2.49087 -1.14613
C 6.21927 3.06820 -1.32895
C 7.27929 2.70794 -0.50952
C 7.10286 1.76746 0.49658
C 5.85959 1.18567 0.68908
H 1.24400 3.72877 -0.22042
H 0.81092 4.76407 -2.37029
H 0.84925 3.41040 -4.43593
H 1.42631 1.01150 -4.33990
H 1.94627 -0.03943 -2.19247
H 2.26778 3.63106 1.33801
H 2.34117 4.56082 3.59219
H 2.49141 3.06095 5.54738
H 2.61121 0.61217 5.23278
H 2.49349 -0.33672 2.96226
H 4.14323 2.76924 -1.78805
H 6.36407 3.79861 -2.11377
H 8.25056 3.16134 -0.65626
H 7.93336 1.48700 1.13051
H 5.72001 0.45460 1.47681
*
```

Values from the calculation:
- Highest occupied orbital energy: -11.31 eV
- Relative energy (zero: lowest compared OMol25 entry of this formula, charge and spin): 34.5 kcal/mol
- LUMO: -0.116 Eh

Results of the Mulliken charge analysis, in e, for atoms 1 through 4: 1.78 -1.53 0.73 -1.29

No. 4
Molecular formula: C32H46B2CoF2NO2P2Te
Method: DFT, ωB97M-V/def2-TZVPD

```
! wB97M-V def2-TZVPD RIJCOSX def2/J DEFGRID3
* xyz 0 5
Co -1.02753 -0.57797 0.00883
C -2.24003 -2.61460 2.62008
C -1.50018 -1.60610 3.49823
C -0.69948 -2.36517 4.55384
P -0.68275 -0.27861 2.47845
C -0.83488 1.24427 3.51194
C 0.02494 2.34411 2.90117
C -0.55170 1.09653 5.00281
C 1.12408 -0.58700 2.36117
C 1.91768 -1.03741 3.40986
C 3.24670 -1.39193 3.22849
C 3.81104 -1.32159 1.96106
C 3.07338 -0.82415 0.91051
C 1.74055 -0.39884 1.09357
N 1.00162 0.10894 0.05342
C 1.63444 0.70614 -1.02292
C 2.85140 1.40277 -0.90060
C 3.48421 1.90947 -2.01638
C 2.90479 1.75968 -3.27325
C 1.66744 1.14804 -3.38923
C 1.00285 0.63712 -2.27970
P -0.66077 -0.13035 -2.36922
C -0.31718 -1.43578 -3.65044
C -1.56990 -2.26129 -3.94541
C 0.83701 -2.34871 -3.24836
C -1.60591 1.13185 -3.36450
C -3.11584 0.89235 -3.26438
C -1.32251 2.56333 -2.92198
H -2.94203 -3.17835 3.23907
H -1.54436 -3.33146 2.17930
H -2.79536 -2.14816 1.80717
H -2.26017 -1.00486 4.01757
H 0.11650 -2.92524 4.09509
H -1.35578 -3.09092 5.03924
H -0.28893 -1.72196 5.33084
H -1.88562 1.52401 3.36867
H 1.08707 2.14550 3.06905
H -0.21357 3.30486 3.36360
H -0.12954 2.44050 1.82636
H 0.49416 0.83237 5.17491
H -1.18055 0.34914 5.48479
H -0.72809 2.04975 5.50733
H 1.49116 -1.13057 4.39587
H 3.82822 -1.74735 4.06911
H 4.82432 -1.66172 1.79243
H 3.49707 -0.80353 -0.08310
H 3.25602 1.57644 0.08802
H 4.41561 2.44966 -1.90750
H 3.39979 2.15212 -4.15171
H 1.20098 1.08014 -4.36557
H -0.02812 -0.89963 -4.56303
H -1.92079 -2.76460 -3.04241
H -1.33590 -3.02538 -4.69054
H -2.38282 -1.65693 -4.34481
H 0.61915 -2.89435 -2.32989
H 1.76863 -1.80077 -3.10507
H 0.99897 -3.09040 -4.03367
H -1.30242 0.99790 -4.41026
H -3.48027 1.17746 -2.27877
H -3.41492 -0.14116 -3.42710
H -3.62874 1.51831 -3.99798
H -1.61039 2.68459 -1.87172
H -1.93396 3.25523 -3.50591
H -0.28034 2.86024 -3.02312
C 2.06690 5.44842 0.78448
Te 0.77112 4.34093 -0.49266
C -0.91428 5.61807 -0.22634
H 2.29530 6.42006 0.35640
H 2.98668 4.87669 0.89063
H 1.60621 5.56194 1.76286
H -0.90132 5.99049 0.79564
H -1.81421 5.02487 -0.36894
H -0.89638 6.44525 -0.92877
F -4.10614 -0.57894 -0.50932
B -3.05623 0.06128 0.05038
F -3.49720 1.10220 0.80703
O 0.61729 -3.21067 0.40614
B -0.56203 -2.62716 -0.14965
O -1.31696 -3.68282 -0.71568
C -0.62104 -4.84033 -0.51238
C -0.95290 -6.12436 -0.88653
C -0.04702 -7.12948 -0.54901
C 1.13055 -6.84298 0.13247
C 1.45495 -5.53928 0.50705
C 0.55385 -4.55298 0.16794
H -1.87457 -6.33351 -1.41190
H -0.26530 -8.15355 -0.82242
H 1.80992 -7.64851 0.37901
H 2.36826 -5.30858 1.03881
*
```

Values from the calculation:
- Highest occupied orbital energy (alpha / beta): -6.14 / -7.76 eV
- <S²>: 6.066
- Relative energy (zero: lowest compared OMol25 entry of this formula, charge and spin): 0.0 kcal/mol
- LUMO (alpha / beta): 0.011 / -0.077 Eh

Results of the Mulliken charge analysis, in e, for atoms 1 through 4: 0.09 -1.62 0.84 -1.80

No. 5
Molecular formula: C32H46BrN4OPdS2Te
Method: DFT, ωB97M-V/def2-TZVPD

```
! wB97M-V def2-TZVPD RIJCOSX def2/J DEFGRID3
* xyz 3 1
Pd 0.20744 1.12950 -1.27980
C -2.18472 -3.04548 5.38858
C -3.19458 -2.78278 4.22474
C -4.02494 -4.06078 3.97384
C -4.13046 -1.63826 4.62042
C -2.32862 -2.47759 3.05267
C -2.19287 -1.10634 2.58889
C -1.42681 -0.84969 1.52749
Br -1.23452 0.92042 0.90982
C -0.73610 -1.94640 0.76435
O -0.24859 -1.70065 -0.30430
C -0.76291 -3.33728 1.37185
C -1.58405 -3.51236 2.44718
C 0.05573 -4.48571 0.83686
C 0.94118 -4.18515 -0.37550
C -0.90878 -5.63580 0.46276
C 0.96965 -4.94533 2.00200
H -2.78156 -3.22877 6.28247
H -1.54384 -2.18325 5.57501
H -1.56374 -3.91995 5.20068
H -4.67868 -4.20750 4.83228
H -3.41460 -4.95679 3.87919
H -4.65037 -3.96120 3.08637
H -4.75349 -1.97087 5.44848
H -4.79840 -1.35637 3.80427
H -3.59144 -0.75647 4.97008
H -2.71746 -0.32179 3.11361
H -1.66846 -4.49800 2.87862
H 0.37247 -3.86330 -1.24378
H 1.45647 -5.10859 -0.63733
H 1.70437 -3.43715 -0.15393
H -1.57456 -5.34448 -0.35019
H -1.51150 -5.97058 1.30589
H -0.31125 -6.48212 0.12603
H 1.62297 -4.14003 2.34114
H 1.59574 -5.75882 1.63681
H 0.40185 -5.31764 2.85388
N 1.98395 3.65612 -2.70121
C 1.83601 2.72656 -3.62903
N 2.15698 2.99246 -4.88725
S 1.28234 1.12079 -3.30100
H 2.31141 4.58286 -2.92838
H 1.79735 3.44522 -1.73187
H 2.55546 3.87671 -5.16411
H 1.99589 2.30902 -5.60961
Te 2.46526 0.30995 -0.06444
C 4.09436 -0.42671 -1.16968
C 4.01953 -0.93794 -2.45778
C 5.16659 -1.46525 -3.03609
C 6.36397 -1.48155 -2.33529
C 6.42216 -0.98726 -1.03930
C 5.28272 -0.46898 -0.44245
C 3.05477 2.33063 0.11144
C 4.29103 2.78135 -0.33042
C 4.61945 4.12290 -0.17579
C 3.72295 5.00555 0.41155
C 2.48775 4.54843 0.85371
C 2.15092 3.20918 0.70777
H 3.09130 -0.94549 -3.00690
H 5.11979 -1.87030 -4.03807
H 7.25208 -1.89415 -2.79439
H 7.35004 -1.01595 -0.48430
H 5.33053 -0.10833 0.57889
H 4.99466 2.10715 -0.80050
H 5.58556 4.47609 -0.51158
H 3.99330 6.04482 0.54120
H 1.79633 5.23068 1.33143
H 1.19928 2.85300 1.08777
C -4.73169 1.97369 -4.24571
C -4.38293 1.27946 -2.94131
N -4.01385 2.23949 -1.88637
C -2.80001 2.68063 -1.60227
S -1.44749 2.17385 -2.58818
N -2.65777 3.55831 -0.60525
C -1.46304 4.36069 -0.31779
C -1.38250 5.61684 -1.16794
H -5.04373 1.23516 -4.98281
H -3.86944 2.51002 -4.64241
H -5.55181 2.67943 -4.11303
H -3.54849 0.59439 -3.06838
H -5.23117 0.71411 -2.55692
H -4.79252 2.69410 -1.42618
H -3.50111 3.85716 -0.13297
H -0.58692 3.73111 -0.47511
H -1.50707 4.60839 0.74339
H -1.33889 5.36227 -2.22715
H -0.48885 6.18535 -0.90933
H -2.24500 6.26138 -1.00001
*
```

Values from the calculation:
- Highest occupied orbital energy: -15.61 eV
- Relative energy (zero: lowest compared OMol25 entry of this formula, charge and spin): 0.0 kcal/mol
- LUMO: -0.402 Eh

Results of the Mulliken charge analysis, in e, for atoms 1 through 4: 0.78 -1.44 1.65 -1.58

Number 1: calculated total energy -3648.25115 Eh. Number 2: calculated total energy -3467.22952 Eh. Number 3: calculated total energy -5223.61934 Eh. Number 4: calculated total energy -4035.22944 Eh. Number 5: calculated total energy -5306.63031 Eh.